A 7-piece molecular cluster, C53H76NO2PSi overall at a distorted geometry. Source: the OMol25 dataset; level of theory: ωB97M-V/def2-TZVPD.

**M**: 818.3 Da
**SMILES**: CCCOC[Si@@](CCCCCOCC)(NCC)P(CC)CC.c1ccccc1.c1ccccc1.c1ccccc1.c1ccccc1.c1ccccc1.c1ccccc1
**Orbital gap**: 8.1 eV
**LUMO energy**: 0.59 eV
**Highest occupied orbital energy**: -0.2763 hartree

Each line ends with the Löwdin charge.
Geometry (Å):
C: 2.69 5.14 0.22  -0.11
C: 3.78 4.12 0.74  -0.19
C: 3.12 2.78 1.27  -0.22
O: 3.83 1.68 0.69  -0.24
C: 3.03 0.49 0.60  -0.29
Si: 3.29 -0.20 -1.19  0.45
C: 1.96 -1.59 -1.40  -0.27
C: 0.83 -1.23 -2.43  -0.24
C: -0.32 -0.34 -1.83  -0.22
C: -1.73 -1.04 -1.81  -0.14
C: -2.64 -0.35 -0.71  -0.21
O: -2.73 -1.14 0.48  -0.17
C: -1.46 -1.24 1.11  -0.27
C: -1.61 -1.58 2.64  -0.06
N: 3.06 1.08 -2.41  -0.12
C: 2.08 2.12 -2.02  -0.31
C: 1.27 2.71 -3.26  -0.08
P: 5.29 -1.12 -1.36  0.86
C: 6.29 -0.43 -2.79  -0.45
C: 7.80 -0.12 -2.44  -0.17
C: 6.24 -1.08 0.26  -0.45
C: 7.10 -2.40 0.36  -0.19
H: 2.87 6.17 0.62  0.07
H: 1.66 4.82 0.48  0.04
H: 2.72 5.25 -0.89  0.06
H: 4.39 3.80 -0.14  0.08
H: 4.47 4.57 1.47  0.10
H: 3.26 2.71 2.37  0.13
H: 2.03 2.78 1.04  0.10
H: 3.34 -0.27 1.35  0.08
H: 1.93 0.67 0.69  0.07
H: 1.54 -1.81 -0.40  0.06
H: 2.52 -2.46 -1.83  0.06
H: 0.43 -2.16 -2.90  0.11
H: 1.29 -0.66 -3.28  0.09
H: 0.02 0.01 -0.83  0.07
H: -0.45 0.59 -2.44  0.10
H: -2.21 -0.80 -2.78  0.11
H: -1.68 -2.13 -1.63  0.12
H: -3.69 -0.26 -1.11  0.11
H: -2.32 0.70 -0.50  0.10
H: -0.99 -0.22 1.06  0.10
H: -0.77 -1.95 0.59  0.11
H: -2.39 -2.35 2.82  0.07
H: -0.64 -1.96 3.01  0.08
H: -1.86 -0.62 3.14  0.07
H: 3.96 1.57 -2.44  0.05
H: 1.37 1.82 -1.23  0.07
H: 2.66 3.00 -1.63  0.09
H: 0.21 2.79 -2.91  0.05
H: 1.29 2.01 -4.11  0.07
H: 1.62 3.73 -3.49  0.06
H: 6.33 -1.24 -3.56  0.06
H: 5.85 0.47 -3.29  0.05
H: 8.28 -0.99 -1.96  0.05
H: 8.38 0.09 -3.37  0.07
H: 7.90 0.79 -1.81  0.06
H: 6.99 -0.25 0.22  0.06
H: 5.62 -0.94 1.16  0.06
H: 7.89 -2.30 1.14  0.07
H: 7.64 -2.60 -0.59  0.05
H: 6.48 -3.29 0.63  0.06
C: -4.90 -1.72 6.54  -0.11
C: -4.99 -0.39 6.93  -0.10
C: -5.01 0.61 5.98  -0.10
C: -4.94 0.29 4.63  -0.09
C: -4.85 -1.04 4.23  -0.10
C: -4.83 -2.05 5.19  -0.11
H: -4.89 -2.51 7.28  0.10
H: -5.04 -0.14 7.99  0.10
H: -5.08 1.65 6.28  0.10
H: -4.96 1.08 3.88  0.10
H: -4.79 -1.29 3.18  0.10
H: -4.76 -3.08 4.88  0.11
C: -5.90 0.26 -3.67  -0.10
C: -6.11 -0.87 -2.88  -0.11
C: -5.97 -2.14 -3.43  -0.10
C: -5.64 -2.28 -4.77  -0.10
C: -5.44 -1.16 -5.57  -0.10
C: -5.57 0.11 -5.02  -0.10
H: -6.00 1.25 -3.25  0.10
H: -6.37 -0.75 -1.84  0.10
H: -6.13 -3.01 -2.81  0.10
H: -5.53 -3.27 -5.20  0.10
H: -5.19 -1.27 -6.61  0.10
H: -5.42 0.99 -5.64  0.10
C: 0.60 -6.52 -0.92  -0.10
C: 1.66 -7.25 -1.45  -0.10
C: 2.97 -6.93 -1.11  -0.10
C: 3.22 -5.88 -0.24  -0.09
C: 2.16 -5.15 0.29  -0.10
C: 0.86 -5.47 -0.05  -0.10
H: -0.42 -6.78 -1.18  0.10
H: 1.47 -8.07 -2.14  0.10
H: 3.79 -7.50 -1.53  0.10
H: 4.24 -5.63 0.03  0.10
H: 2.36 -4.32 0.97  0.10
H: 0.03 -4.90 0.36  0.09
C: -8.20 -4.17 6.43  -0.09
C: -8.07 -3.15 5.49  -0.10
C: -8.61 -3.29 4.22  -0.09
C: -9.29 -4.46 3.89  -0.10
C: -9.42 -5.48 4.82  -0.10
C: -8.87 -5.34 6.09  -0.10
H: -7.78 -4.05 7.42  0.10
H: -7.54 -2.24 5.75  0.09
H: -8.51 -2.50 3.50  0.10
H: -9.72 -4.57 2.90  0.10
H: -9.94 -6.39 4.56  0.10
H: -8.97 -6.13 6.82  0.10
C: -1.53 3.34 0.24  -0.10
C: -1.12 4.53 -0.34  -0.10
C: -1.95 5.65 -0.30  -0.09
C: -3.19 5.57 0.32  -0.09
C: -3.60 4.37 0.90  -0.09
C: -2.77 3.26 0.86  -0.10
H: -0.88 2.48 0.22  0.08
H: -0.15 4.59 -0.82  0.08
H: -1.62 6.58 -0.75  0.10
H: -3.84 6.44 0.36  0.10
H: -4.57 4.30 1.38  0.10
H: -3.08 2.32 1.31  0.10
C: 8.26 4.55 -2.70  -0.10
C: 8.70 5.73 -3.28  -0.10
C: 7.90 6.86 -3.25  -0.10
C: 6.65 6.81 -2.64  -0.09
C: 6.21 5.63 -2.07  -0.09
C: 7.01 4.50 -2.10  -0.09
H: 8.89 3.66 -2.72  0.10
H: 9.67 5.77 -3.76  0.10
H: 8.25 7.79 -3.70  0.10
H: 6.03 7.70 -2.61  0.10
H: 5.23 5.59 -1.59  0.08
H: 6.66 3.57 -1.65  0.09